[1]
59
Properties=species:S:1:pos:R:3:forces:R:3 method="wB97M-V/def2-TZVPD" homo_ev=-8.3 e_lumo_ev=-0.2 fmax_ha_per_bohr=0.30566 spin_multiplicity=1 smiles="COc1ccccc1/C=C(/C(=O)OCC(=O)Nc1ccccc1C(C)C)c1ccccc1" gap_ha=0.296 relative_energy_kcal_mol=514.3 mol_weight_g_mol=429.52
C -3.79238 -0.73426 2.65714 -4.01 1.93 -5.53
O -3.28486 -0.75523 1.20207 -3.95 -1.79 0.60
C -4.31931 -1.16601 0.25831 -0.85 -0.49 -1.41
C -5.67479 -1.62422 0.41067 5.89 4.24 11.03
C -6.62378 -1.89189 -0.40253 -1.75 -0.49 -0.15
C -6.21371 -2.00688 -1.59525 6.35 1.57 -8.46
C -4.82995 -1.54936 -2.17120 -5.98 0.17 12.97
C -3.97909 -1.13619 -1.14710 2.52 -0.24 0.91
C -2.53208 -0.83834 -1.43728 1.89 5.11 -0.29
C -1.91818 0.45741 -0.95771 1.84 -9.63 -5.90
C -0.49701 0.53445 -1.44557 -1.97 2.44 -0.26
O 0.05032 -0.38850 -1.94241 1.93 -2.00 -0.76
O 0.01554 1.79846 -1.48484 -1.73 -1.44 1.63
C 1.41464 1.94323 -1.71785 -1.67 -10.75 0.72
C 2.32073 1.35373 -0.62046 1.52 7.48 -0.68
O 3.04343 2.09055 0.07964 -1.82 -0.52 0.03
N 2.57305 0.16478 -0.87032 -0.38 -9.81 -0.91
C 3.26441 -0.78763 -0.04552 2.53 0.35 1.97
C 2.60532 -1.71496 0.75598 -0.81 -0.86 -1.80
C 3.17294 -2.73459 1.60497 1.41 3.42 -0.78
C 4.51777 -2.53158 1.86545 -2.11 6.64 -5.57
C 5.31303 -1.29054 1.22937 -1.68 -6.69 0.25
C 4.69973 -0.61907 0.11289 -2.28 -4.64 7.74
C 5.47350 0.39606 -0.24639 3.77 -0.29 -8.26
C 6.85624 0.67946 0.05741 -3.97 0.06 7.36
C 5.47841 -0.15164 -1.93440 2.65 4.86 -0.23
C -2.47059 1.37064 -0.14355 13.21 -4.09 6.38
C -3.57375 1.70197 -0.38635 -9.08 10.79 6.93
C -4.06574 2.91524 0.64681 -6.29 -5.19 -10.47
C -3.36651 3.15888 1.60600 3.18 5.45 12.33
C -2.19905 2.54629 2.09279 4.62 -4.86 -5.03
C -1.59722 1.47455 1.13711 -9.63 8.39 1.25
H -4.07219 -1.69339 2.95745 -1.04 -1.39 0.28
H -3.02515 -0.44978 3.17460 4.72 1.69 2.84
H -4.56897 0.14439 2.72270 1.05 -2.11 -0.03
H -6.08917 -1.47876 1.50831 1.22 -0.49 -1.77
H -7.55292 -1.94184 -0.00502 -2.95 -0.74 0.48
H -6.67992 -2.24472 -2.43495 -3.32 -1.40 -3.01
H -4.38581 -1.69610 -2.96908 2.99 -1.49 -8.29
H -1.91848 -1.35028 -2.28653 -1.38 0.68 1.94
H 1.40426 2.82407 -1.74502 1.24 13.17 0.14
H 1.51769 1.64960 -2.73550 1.15 -1.08 -0.68
H 1.90092 -0.40257 -1.43529 0.40 1.39 0.20
H 1.54178 -1.80048 0.48921 0.15 0.13 0.59
H 2.49386 -3.30451 2.18362 -0.24 -1.00 0.24
H 5.07967 -3.02775 2.45520 3.43 -3.77 4.27
H 6.46207 -1.56500 1.41702 -2.61 1.68 -0.60
H 5.02118 1.21885 -0.45180 -3.32 5.34 -0.57
H 7.39848 -0.10987 0.02693 4.18 -4.96 -1.10
H 6.90849 0.84064 1.25003 -0.26 -0.04 -2.07
H 7.19235 1.52702 -0.27133 2.01 4.49 -2.62
H 4.54160 -0.38880 -2.37462 -1.01 0.81 -0.38
H 6.00208 -0.99744 -2.07695 1.96 -3.50 0.55
H 6.27646 0.55247 -2.57682 -2.77 -1.06 1.35
H -4.28247 1.71290 -0.99760 -4.87 -1.19 -6.10
H -5.08913 3.28959 0.32852 1.57 -0.05 0.91
H -3.77122 3.95800 2.54202 0.89 -1.76 -3.03
H -1.44883 2.95602 2.77662 -1.03 -0.16 0.40
H -0.71770 1.11287 1.36040 4.44 -2.29 0.46


[2]
56
Properties=species:S:1:pos:R:3:forces:R:3 method="wB97M-V/def2-TZVPD" homo_ev=-8.9 e_lumo_ev=0.4 fmax_ha_per_bohr=0.00477 spin_multiplicity=1 gap_ha=0.342 mol_weight_g_mol=437.58
C -3.78918 1.22090 1.90712 -0.06 -0.15 0.06
C -3.40607 0.44863 0.63407 0.03 0.06 -0.04
C -2.51494 -0.77624 0.85919 0.00 -0.07 0.06
O -1.56141 -0.60704 1.90871 -0.05 -0.06 -0.10
Si -0.16749 0.22688 1.81199 -0.01 0.07 0.11
O 0.41477 0.17945 0.27344 -0.04 0.16 0.03
Si 0.58911 1.42528 -0.78976 0.18 -0.07 -0.11
P 2.38402 2.75436 -0.29786 -0.06 0.11 -0.05
O 1.92482 3.47329 1.11587 -0.15 -0.09 0.07
O 2.08074 3.89315 -1.45583 -0.21 0.10 -0.04
H -3.60512 2.29008 1.80488 0.00 -0.02 -0.04
H -4.84560 1.09388 2.14473 0.03 0.00 0.02
H -3.21513 0.87119 2.76533 -0.02 0.04 -0.03
H -4.31017 0.08774 0.13775 0.06 0.04 -0.10
H -2.91973 1.11384 -0.08461 0.06 0.02 0.09
H -3.11548 -1.64681 1.13359 0.00 0.06 0.10
H -1.98120 -1.02765 -0.06207 -0.11 -0.04 -0.03
H 0.78885 -0.37596 2.74456 -0.01 -0.02 0.01
H -0.40442 1.66208 2.14026 0.02 -0.05 -0.04
H -0.65665 2.25355 -0.81285 0.08 0.04 0.01
H 0.84080 0.87695 -2.13577 -0.07 -0.02 -0.01
H 0.97556 3.56529 1.27549 0.11 -0.01 -0.05
H 1.16983 4.21922 -1.52596 0.21 -0.12 0.03
N -0.24970 -4.50668 3.47140 0.00 -0.07 -0.01
C 0.38293 -5.63326 3.15151 0.01 0.01 -0.04
C 0.59693 -6.05234 1.84473 0.00 0.01 0.00
C 0.13046 -5.25792 0.80904 -0.01 -0.01 0.04
C -0.52896 -4.08163 1.12685 -0.01 0.03 -0.02
C -0.69449 -3.75594 2.46466 -0.02 0.06 0.03
H 0.73940 -6.23361 3.98185 0.00 0.00 0.00
H 1.11931 -6.97977 1.65127 0.00 0.00 0.00
H 0.27365 -5.54438 -0.22527 0.00 0.00 0.00
H -0.90610 -3.43075 0.34846 0.04 -0.01 -0.02
H -1.20451 -2.83760 2.73220 0.02 -0.02 0.06
N -2.02787 -3.57787 -1.87061 0.02 0.03 0.03
C -1.95067 -3.59916 -3.19927 -0.03 0.00 -0.01
C -3.01315 -3.94716 -4.02069 0.00 0.00 0.00
C -4.22019 -4.28954 -3.43216 0.02 0.01 0.01
C -4.31273 -4.27108 -2.04967 0.00 0.00 0.00
C -3.19120 -3.91157 -1.31703 -0.02 -0.01 -0.02
H -0.99297 -3.32477 -3.62776 0.00 0.00 0.01
H -2.89126 -3.94796 -5.09525 0.00 0.00 0.00
H -5.07215 -4.56694 -4.03930 0.00 0.00 0.00
H -5.23205 -4.53242 -1.54346 0.00 0.00 0.00
H -3.22664 -3.89447 -0.23214 0.00 -0.02 0.00
N 6.38309 5.47816 -1.59483 0.02 -0.01 -0.02
C 5.42829 5.02313 -0.78705 0.01 0.02 -0.01
C 4.73470 5.82490 0.10929 0.00 -0.01 0.00
C 5.05062 7.17201 0.16819 0.00 0.00 0.01
C 6.04173 7.66011 -0.66904 0.00 0.00 0.01
C 6.67525 6.77493 -1.52828 -0.02 0.00 0.02
H 5.20282 3.96484 -0.86001 0.00 0.01 0.00
H 3.96610 5.39704 0.73961 0.00 -0.01 -0.01
H 4.53462 7.83085 0.85523 0.00 0.00 0.00
H 6.32301 8.70460 -0.65897 0.00 0.00 0.00
H 7.45580 7.12422 -2.19576 0.00 -0.01 0.00


[3]
7
Properties=species:S:1:pos:R:3:forces:R:3 method="wB97M-V/def2-TZVPD" homo_ev="-9.6 / -9.6" e_lumo_ev="-1.2 / -1.2" fmax_ha_per_bohr=0.06021 spin_multiplicity=1 gap_ha="0.309 / 0.309" relative_energy_kcal_mol=117.9 mol_weight_g_mol=205.82
C 0.58686 0.13549 -0.63383 -0.26 -0.56 2.17
P -0.76543 -0.99234 0.14948 -2.36 1.70 0.16
Br 2.34561 -0.71418 -0.13830 -1.08 0.22 -0.63
Br 0.62819 1.96350 -0.11028 -0.06 0.46 0.14
H 0.37915 0.14718 -1.68460 0.43 -0.42 -0.54
H -2.42048 0.36475 0.86299 2.21 -1.64 -1.41
H -0.75391 -0.90439 1.55455 1.11 0.24 0.10


[4]
12
Properties=species:S:1:pos:R:3:forces:R:3 method="wB97M-V/def2-TZVPD" homo_ev=-9.4 e_lumo_ev=0.0 fmax_ha_per_bohr=0.09132 spin_multiplicity=1 gap_ha=0.348 relative_energy_kcal_mol=52.8 mol_weight_g_mol=124.51
C 1.54930 0.47105 -0.14767 1.10 -1.26 0.48
C 0.31077 -0.34410 -0.52765 1.19 1.99 0.79
C -0.83182 -0.11500 0.42268 2.18 -2.23 3.35
O -3.45002 -1.07101 0.71680 0.43 0.22 -0.04
P -2.49224 -0.53013 -0.27074 -0.87 -1.02 -0.07
Cl -1.42825 1.57391 0.34862 0.45 0.81 0.46
H 2.11974 -0.06712 0.64742 -0.14 0.14 -0.77
H 2.15251 0.62066 -1.03193 0.50 -0.25 -0.11
H 1.46288 1.42872 0.27266 -0.99 1.48 0.40
H 0.14139 -0.15447 -1.54969 -1.10 0.61 -1.28
H 0.72966 -1.30452 -0.56306 -0.32 -1.97 0.53
H -0.26392 -0.50799 1.68256 -2.43 1.49 -3.73